The following is a DFT calculation (ωB97M-V/def2-TZVPD) of C39H41FKN14O3S as an isolated structure.

The geometry in XYZ format:
```
100
Properties=species:S:1:pos:R:3
K -0.11808 1.28243 0.94563
N -1.82086 -1.44360 -0.63827
C -0.63318 -2.02754 -0.41083
N -0.31993 -3.09001 -1.16595
C 0.82380 -3.68138 -0.83448
N 1.16297 -4.80326 -1.50475
N 1.68365 -3.26335 0.10930
C 1.29049 -2.16984 0.74643
N 0.14587 -1.52654 0.56879
C 2.22897 -1.62245 1.77272
C 2.98778 -2.48615 2.55151
C 3.82707 -1.94481 3.51077
C 3.89947 -0.56662 3.63129
C 3.12046 0.21053 2.78744
N 2.28600 -0.29555 1.88403
H -2.31039 -1.77493 -1.45182
H -2.02857 -0.50107 -0.30524
H 0.58170 -5.11011 -2.26146
H 2.06934 -5.20484 -1.35358
H 2.90725 -3.55220 2.39526
H 4.42013 -2.58777 4.14808
H 4.54474 -0.09337 4.35865
H 3.16413 1.29175 2.84754
C -4.46710 0.87463 -6.06198
C -3.41122 1.94259 -5.81998
N -2.47808 1.58182 -4.75273
C -2.75783 1.97345 -3.47988
C -2.01345 1.69997 -2.38127
C -2.61158 2.13454 -1.04368
O -3.31545 3.15492 -1.05934
O -2.38961 1.36860 -0.06777
C -0.74067 1.03480 -2.55232
O 0.17359 0.96843 -1.73485
C -0.54519 0.44988 -3.90482
C 0.54892 -0.39638 -4.09801
C 0.77704 -0.92282 -5.33513
F 1.85192 -1.72515 -5.55038
C -0.05318 -0.63596 -6.42157
C -1.13541 0.19605 -6.23792
C -1.40111 0.74904 -4.97424
N 0.21373 -1.15347 -7.73448
C 1.35088 -0.51548 -8.37992
C 1.33396 -0.83161 -9.86179
N 1.34069 -2.32901 -10.03935
C 0.19866 -2.98756 -9.30572
C 0.28836 -2.60017 -7.84355
H -5.14047 1.18231 -6.86201
H -5.05934 0.71676 -5.16062
H -4.01632 -0.07873 -6.34041
H -3.87876 2.88037 -5.52514
H -2.84085 2.15745 -6.72374
H -3.65391 2.56960 -3.35623
H 1.20386 -0.59990 -3.26070
H -1.77102 0.38600 -7.09048
H 2.31114 -0.83322 -7.94086
H 1.27886 0.56393 -8.25637
H 2.20369 -0.43368 -10.38080
H 0.42071 -0.46947 -10.33007
H 2.22158 -2.70054 -9.67539
H 1.30683 -2.56514 -11.03107
H 0.28695 -4.06169 -9.45640
H -0.71765 -2.61796 -9.76174
H 1.21178 -3.01604 -7.41347
H -0.54764 -3.04937 -7.30898
N 1.54476 -0.50441 8.55590
C 2.08031 -0.29427 9.80868
C 2.25622 -1.12512 10.91064
C 2.83960 -0.55607 12.02485
C 3.23375 0.79236 12.04281
C 3.05561 1.60935 10.94620
C 2.46852 1.05283 9.80961
N 2.17484 1.63360 8.58955
C 1.63198 0.68557 7.87833
C 1.16051 0.86138 6.49957
C 1.34010 2.08892 5.86906
C 0.89662 2.24539 4.56745
N 0.30889 1.27118 3.86966
C 0.13166 0.10334 4.47968
C 0.53214 -0.15021 5.78196
H 1.17778 -1.36901 8.20312
H 1.95190 -2.16359 10.90233
H 2.99625 -1.16182 12.90750
H 3.68523 1.19336 12.94041
H 3.35517 2.64851 10.95515
H 1.81571 2.90174 6.39927
H 0.99596 3.19605 4.05564
H -0.34094 -0.67936 3.89429
H 0.34308 -1.12814 6.20572
S -0.81480 4.37260 2.08417
C -2.29424 3.69856 2.49773
N -3.41872 3.72406 1.76938
C -4.42334 2.83844 2.34407
C -3.96076 2.74459 3.80244
N -2.54047 3.02915 3.65298
H -3.36086 3.80328 0.75073
H -4.39221 1.86691 1.84321
H -5.42335 3.25793 2.25372
H -4.12934 1.75924 4.23388
H -4.45483 3.49466 4.42724
H -1.91277 3.15781 4.42725
```

* orbital gap: 5.7 eV
* molar mass: 844.0 g mol⁻¹
* calculated total energy: -97990.8186 eV
* total charge: +1
* energy above the lowest of the compared OMol25 structures with the same formula, charge and spin: 0.000 eV
* HOMO: -8.91 eV

Mulliken population analysis, charges in e, atoms 1 to 8:
1 K 0.93
2 N -0.14
3 C 0.42
4 N -0.74
5 C 0.50
6 N -0.39
7 N -0.68
8 C 0.18